The following is a quantum chemistry calculation of an isolated molecule of C19H19N5O2 at a distorted geometry, from the Open Molecules 2025 dataset.

Atoms and positions in Å:
C -2.108 1.052 2.470
C -1.326 2.356 2.541
C -0.167 2.392 1.536
C 0.903 1.414 1.872
N 1.720 1.577 2.940
N 2.627 0.600 3.068
C 2.385 -0.209 2.058
C 1.314 0.245 1.264
C 0.843 -0.497 0.064
C -0.550 -1.131 0.266
O -0.881 -1.870 1.163
N -1.349 -0.722 -0.761
C -2.678 -1.245 -0.974
C -2.680 -2.332 -2.044
C -0.682 0.147 -1.615
C -1.150 0.795 -2.742
C -0.277 1.646 -3.408
C 1.018 1.845 -2.962
C 1.484 1.190 -1.827
C 0.625 0.347 -1.161
C 1.821 -1.636 -0.188
C 1.602 -2.385 -1.346
N 1.409 -2.977 -2.315
C 2.808 -1.990 0.680
N 3.602 -3.080 0.510
O 3.121 -1.321 1.818
H -2.909 1.050 3.205
H -2.548 0.926 1.483
H -1.462 0.199 2.666
H -1.996 3.192 2.328
H -0.935 2.493 3.552
H 0.266 3.397 1.524
H -0.543 2.174 0.535
H 1.702 2.321 3.618
H -3.342 -0.421 -1.253
H -3.005 -1.659 -0.016
H -2.022 -3.145 -1.747
H -3.686 -2.722 -2.174
H -2.328 -1.938 -2.994
H -2.156 0.650 -3.101
H -0.620 2.161 -4.293
H 1.674 2.510 -3.501
H 2.494 1.339 -1.475
H 3.569 -3.575 -0.363
H 4.413 -3.161 1.096

## Properties
2S+1	1
ΔE to the lowest compared entry with this formula, charge and spin	17.1	kcal/mol
max |F|	0.03101	hartree/bohr
HOMO level	-8.357	eV
HOMO-LUMO gap	0.3329	Ha
total charge	0
LUMO	0.702	eV
structure (SMILES)	CCCc1[nH]nc2c1[C@]1(C(=O)N(CC)c3ccccc31)C(C#N)=C(N)O2

The net atomic charges from Löwdin, expressed in e, are: number 1, C, carries -0.091; number 2, C, carries -0.240; number 3, C, carries -0.118; number 4, C, carries -0.180; number 5, N, carries 0.042; number 6, N, carries 0.124; number 7, C, carries -0.264; number 8, C, carries -0.023; number 9, C, carries -0.192; number 10, C, carries -0.375; number 11, O, carries 0.112; number 12, N, carries 0.027; number 13, C, carries -0.183; number 14, C, carries -0.058; number 15, C, carries -0.161; number 16, C, carries -0.006; number 17, C, carries -0.080; number 18, C, carries -0.083; number 19, C, carries -0.003; number 20, C, carries -0.115; number 21, C, carries -0.096; number 22, C, carries -0.206; number 23, N, carries 0.176; number 24, C, carries -0.276; number 25, N, carries 0.188; number 26, O, carries 0.132; number 27, H, carries 0.074; number 28, H, carries 0.071; number 29, H, carries 0.069; number 30, H, carries 0.106; number 31, H, carries 0.102; number 32, H, carries 0.122; number 33, H, carries 0.117; number 34, H, carries 0.163; number 35, H, carries 0.120; number 36, H, carries 0.123; number 37, H, carries 0.080; number 38, H, carries 0.074; number 39, H, carries 0.069; number 40, H, carries 0.108; number 41, H, carries 0.103; number 42, H, carries 0.100; number 43, H, carries 0.124; number 44, H, carries 0.107; number 45, H, carries 0.117